DFT (the ωB97M-V functional and the def2-TZVPD basis) results for one molecule with the formula C4H8O2.

Output
Frontier orbital gap: 10.34 eV
HOMO energy: -9.64 eV
Charge: 0
Energy relative to the best compared isomer or geometry (same formula, charge and spin): 2.037 eV

Each line ends with the Mulliken charge.
Geometry (Å):
1 C 1.03283 -1.60625 -0.38675  -1.096
2 C -0.12242 -0.65425 -0.67152  -0.187
3 O -0.89429 -0.39017 0.50901  -0.357
4 C -1.25524 0.99342 0.69566  -0.324
5 C 0.05393 1.74347 0.65932  0.037
6 O 0.58032 2.03817 -0.39113  -0.487
7 H 0.74031 -2.65405 -0.27692  0.305
8 H 1.55137 -1.29570 0.52733  0.279
9 H 1.75175 -1.53799 -1.21335  0.341
10 H 0.32196 0.28286 -1.00750  0.285
11 H -0.77168 -0.99661 -1.48765  0.323
12 H -1.74596 1.08426 1.67381  0.264
13 H -1.93501 1.35257 -0.09018  0.269
14 H 0.61063 1.84763 1.60838  0.350